A 7-piece molecular cluster, C21H29Cl6F12NO9 overall at a distorted geometry. Source: the Open Molecules 2025 dataset; level of theory: ωB97M-V/def2-TZVPD.

Geometry (Å):
C 2.863 2.161 1.966
O 3.068 2.972 1.075
N 3.818 1.336 2.420
C 3.464 0.295 3.421
C 5.212 1.485 2.049
H 1.857 1.894 2.323
H 4.130 0.414 4.276
H 3.663 -0.675 2.966
H 2.423 0.347 3.740
H 5.790 1.820 2.911
H 5.723 0.572 1.742
H 5.405 2.305 1.358
C 4.728 -3.975 -1.849
C 5.441 -3.666 -3.135
O 4.814 -4.194 -4.268
C 5.355 -3.884 -5.510
O 6.277 -3.127 -5.670
C 4.537 -4.485 -6.725
F 3.998 -3.529 -7.415
F 5.270 -5.158 -7.600
F 3.595 -5.323 -6.351
H 3.674 -3.699 -1.818
H 5.330 -3.518 -1.063
H 4.813 -5.036 -1.617
H 6.449 -4.071 -3.219
H 5.472 -2.576 -3.141
C -7.186 -0.299 -1.147
C -6.031 0.065 -2.072
O -4.999 -0.921 -2.059
C -3.869 -0.647 -2.805
O -3.656 0.410 -3.457
C -2.865 -1.834 -2.842
F -2.768 -2.246 -4.085
F -1.675 -1.432 -2.469
F -3.357 -2.835 -2.040
H -6.782 -0.554 -0.167
H -7.785 -1.127 -1.525
H -7.812 0.585 -1.022
H -5.655 1.032 -1.738
H -6.327 0.162 -3.117
C -2.421 3.560 -2.643
C -2.329 2.754 -1.363
O -1.911 3.572 -0.370
C -1.762 3.154 0.914
O -1.807 1.962 1.249
C -1.258 4.294 1.844
F -2.291 4.754 2.469
F -0.366 3.722 2.703
F -0.645 5.280 1.206
H -2.716 2.856 -3.422
H -1.529 4.097 -2.965
H -3.197 4.308 -2.481
H -1.785 1.815 -1.466
H -3.345 2.467 -1.090
C -3.590 -2.380 7.250
C -3.359 -2.245 5.736
O -2.549 -1.132 5.614
C -2.365 -0.409 4.423
O -2.951 -0.701 3.359
C -1.373 0.748 4.521
F -1.955 1.851 4.076
F -0.878 0.756 5.833
F -0.399 0.534 3.604
H -4.285 -3.210 7.378
H -4.063 -1.534 7.747
H -2.645 -2.500 7.781
H -4.294 -2.064 5.206
H -2.878 -3.171 5.419
C 0.679 -0.463 -0.521
Cl 1.565 1.035 -1.003
Cl 0.841 -0.718 1.267
Cl 1.364 -2.020 -1.191
H -0.366 -0.418 -0.829
C 2.954 3.983 -2.037
Cl 2.963 3.384 -3.714
Cl 1.236 4.378 -1.543
Cl 3.960 5.443 -1.905
H 3.348 3.210 -1.377

Atoms 1-2, force components in eV/Å:
C 0.04 -0.44 -1.50
O -0.17 0.59 0.24

Its expectation value of S² is 0.753. The energy relative to the best compared isomer or geometry (same formula, charge and spin) is 0.000 eV. Its spin multiplicity is 2. Its charge is -1. For the HOMO energy (alpha / beta), the calculation gives 0.009 / -4.891 eV. The value obtained for the LUMO energy (alpha / beta) is 2.0 / 1.9 eV.


An isolated molecule of C21H29ClN4O3 at a distorted geometry. Source: the Open Molecules 2025 dataset; level of theory: ωB97M-V/def2-TZVPD.

Geometry (Å):
C -1.046 -0.466 -6.358
H -0.276 -1.234 -6.330
C -1.743 -0.362 -5.007
C -0.774 -0.115 -3.850
C -0.124 1.275 -3.919
N 0.662 1.698 -2.777
C -0.048 1.856 -1.519
C -1.054 3.017 -1.564
C -2.507 2.573 -1.730
C -3.451 3.767 -1.789
H -4.482 3.436 -1.893
H -3.208 4.405 -2.636
H -3.372 4.362 -0.881
H -2.621 1.981 -2.639
H -2.783 1.936 -0.886
H -0.773 3.687 -2.378
H -0.979 3.584 -0.635
H -0.562 0.937 -1.199
H 0.711 2.078 -0.765
C 1.958 1.064 -2.653
C 1.956 -0.366 -2.196
C 2.347 -1.517 -2.830
C 2.100 -2.573 -1.931
C 1.569 -1.997 -0.804
C 1.138 -2.601 0.451
O 1.208 -3.794 0.707
N 0.573 -1.724 1.327
H 0.722 -0.722 1.290
N 0.261 -2.194 2.608
C 0.619 -1.384 3.670
O 0.934 -0.226 3.496
N 0.481 -2.020 4.874
C 0.650 -1.491 6.155
C 0.439 -2.338 7.242
C 0.597 -1.878 8.534
C 0.969 -0.560 8.747
C 1.181 0.293 7.676
C 1.023 -0.169 6.383
H 1.187 0.489 5.547
H 1.470 1.317 7.850
Cl 1.168 0.022 10.363
H 0.433 -2.536 9.372
H 0.149 -3.366 7.075
H 0.189 -2.987 4.848
H 0.388 -3.204 2.625
O 1.490 -0.652 -0.968
H 2.278 -3.618 -2.078
H 2.760 -1.593 -3.814
H 2.544 1.657 -1.940
H 2.455 1.108 -3.625
H 0.538 1.323 -4.788
H -0.908 2.022 -4.063
H -1.325 -0.205 -2.911
H -0.003 -0.887 -3.859
H -2.280 -1.294 -4.816
H -2.481 0.442 -5.041
H -0.583 0.477 -6.634
H -1.763 -0.730 -7.132

Atoms 1-2, force components in eV/Å:
C -0.20 0.05 0.14
H 0.12 -0.08 -0.04

The energy relative to the best compared isomer or geometry (same formula, charge and spin) is 0.400 eV. Its charge is 0. Its SMILES is CCCCN(CCCC)Cc1ccc(C(=O)NNC(=O)Nc2ccc(Cl)cc2)o1. For the HOMO energy, the calculation gives -8.327 eV. The value obtained for the LUMO energy is 0.6 eV.


C21H29F2NO7P2STeV as an isolated structure at a distorted geometry. Source: the Open Molecules 2025 dataset; level of theory: ωB97M-V/def2-TZVPD.

Geometry (Å):
V -0.317 -1.285 0.664
O -0.399 2.753 3.315
C 0.399 2.326 2.412
O 0.782 2.964 1.436
C 1.046 0.896 2.782
C 1.593 0.820 4.038
C 2.531 -0.169 4.454
C 2.803 -1.107 3.481
C 2.098 -1.103 2.253
N 1.208 -0.153 1.954
C 2.427 -2.139 1.143
O 3.516 -2.671 1.173
O 1.513 -2.293 0.291
H 1.439 1.647 4.729
H 3.023 -0.057 5.443
H 3.676 -1.809 3.533
C -0.259 1.295 -2.178
P 0.621 -0.044 -1.299
C 2.152 0.853 -0.876
C 1.184 -1.160 -2.718
C 2.542 -1.353 -2.931
C 3.040 -2.184 -3.908
C 2.170 -2.813 -4.806
C 0.832 -2.565 -4.653
C 0.343 -1.759 -3.619
P -1.409 -1.477 -3.386
C -1.869 -0.912 -5.054
C -1.918 -3.151 -3.545
H 0.122 1.521 -3.185
H -0.259 2.251 -1.575
H -1.297 0.985 -2.172
H 2.634 1.243 -1.768
H 2.830 0.195 -0.320
H 1.879 1.708 -0.183
H 3.291 -0.948 -2.271
H 4.110 -2.451 -3.795
H 2.543 -3.451 -5.569
H 0.216 -3.087 -5.417
H -1.527 -1.701 -5.743
H -1.376 0.054 -5.250
H -2.971 -0.819 -5.139
H -1.516 -3.540 -4.478
H -3.009 -3.351 -3.592
H -1.588 -3.740 -2.739
C -3.519 -3.178 1.857
S -1.736 -3.461 1.253
O -1.623 -2.786 -0.033
O -1.616 -4.884 1.043
O -0.952 -2.762 2.293
H -4.233 -3.709 1.222
H -3.682 -2.110 1.909
H -3.479 -3.629 2.885
C 0.185 5.483 4.451
Te -1.333 5.062 3.014
C -1.943 7.209 3.070
H 1.093 5.779 3.938
H 0.333 4.563 5.064
H -0.097 6.271 5.114
H -2.603 7.488 3.929
H -2.556 7.351 2.214
H -1.055 7.852 3.019
F -1.846 1.335 0.311
C -2.210 -0.009 0.609
F -2.854 0.145 1.888
H -3.126 -0.227 0.021

Atoms 1-2, force components in eV/Å:
V -0.17 1.32 -0.22
O 0.82 -0.81 -0.35

Its expectation value of S² is 3.760. The energy relative to the best compared isomer or geometry (same formula, charge and spin) is 0.884 eV. Its spin multiplicity is 4. Its charge is -2. For the HOMO energy (alpha / beta), the calculation gives -1.655 / -2.018 eV. The value obtained for the LUMO energy (alpha / beta) is 4.2 / 4.2 eV.


C21H29FeN4O6S2 as an isolated structure at a distorted geometry. Source: the Open Molecules 2025 dataset; level of theory: ωB97M-V/def2-TZVPD.

Geometry (Å):
Fe 0.104 1.327 0.804
C 1.136 4.764 0.840
O 0.009 4.285 1.624
C -0.361 3.024 1.590
O -1.284 2.593 2.219
H 1.254 5.799 1.143
H 0.910 4.708 -0.219
H 2.039 4.198 1.047
C -0.076 -1.643 -6.231
C -0.147 -1.632 -4.724
C -0.391 -2.801 -4.006
C -0.515 -2.777 -2.624
C -0.379 -1.576 -1.947
C -0.120 -0.405 -2.638
C -0.002 -0.440 -4.019
S -0.674 -1.536 -0.192
O 0.471 -0.586 0.261
O -0.315 -2.928 0.245
N -2.840 -1.915 -0.530
C -3.608 -1.305 0.557
C -3.232 0.159 0.855
C -2.746 0.949 -0.354
O -3.512 1.180 -1.276
O -1.511 1.381 -0.307
H -0.145 -2.659 -6.622
H 0.857 -1.202 -6.590
H -0.897 -1.063 -6.659
H -0.492 -3.742 -4.538
H -0.694 -3.687 -2.062
H -0.028 0.524 -2.097
H 0.193 0.482 -4.561
H -2.885 -2.932 -0.415
H -3.507 -1.849 1.503
H -4.664 -1.369 0.277
H -2.469 0.187 1.633
H -4.111 0.680 1.238
C 0.800 2.852 -2.076
C 1.953 2.560 -1.155
C 3.286 2.833 -1.313
C 3.955 2.369 -0.134
C 2.999 1.835 0.694
C 3.166 1.197 2.036
N 1.775 1.951 0.068
H 0.832 3.883 -2.437
H -0.164 2.700 -1.579
H 0.811 2.202 -2.955
H 3.732 3.309 -2.177
H 5.015 2.419 0.082
H 4.179 1.368 2.403
H 2.986 0.119 2.004
H 2.474 1.605 2.778
S 0.065 0.294 3.559
C -0.125 -1.344 3.874
N -0.636 -1.817 5.047
C -0.483 -3.264 5.160
C -0.224 -3.656 3.696
N 0.174 -2.383 3.103
H -0.614 -1.201 5.840
H -1.386 -3.726 5.552
H 0.355 -3.536 5.805
H -1.115 -4.051 3.206
H 0.573 -4.392 3.601
H 0.249 -2.318 2.093

Atoms 1-2, force components in eV/Å:
Fe -0.05 -0.45 -0.19
C -0.29 -0.14 0.18

Its expectation value of S² is 6.242. The energy relative to the best compared isomer or geometry (same formula, charge and spin) is 0.709 eV. Its spin multiplicity is 5. Its charge is -1. For the HOMO energy (alpha / beta), the calculation gives -4.301 / -4.676 eV. The value obtained for the LUMO energy (alpha / beta) is 2.3 / 2.4 eV.


C21H29IrN7O4PS3 as an isolated structure at a distorted geometry. Source: the Open Molecules 2025 dataset; level of theory: ωB97M-V/def2-TZVPD.

Geometry (Å):
Ir 0.658 -0.421 1.345
S 1.081 -2.501 2.133
C 0.587 -1.745 3.660
N 0.427 -0.433 3.389
C 0.070 0.277 4.537
C -0.182 1.642 4.641
C -0.546 2.127 5.881
C -0.662 1.280 6.994
C -0.419 -0.080 6.900
C -0.051 -0.570 5.656
S 0.303 -2.240 5.240
H -0.095 2.302 3.788
H -0.748 3.183 5.998
H -0.953 1.697 7.949
H -0.518 -0.725 7.762
C -7.087 -0.017 -5.360
C -5.620 0.114 -4.962
S -5.502 0.517 -3.231
O -5.992 1.840 -3.004
O -5.976 -0.593 -2.445
C -3.717 0.584 -2.869
C -3.249 -0.775 -2.384
N -1.828 -0.734 -1.937
C -1.453 -0.620 -0.661
N -0.098 -0.593 -0.575
C 0.383 -0.695 -1.859
C -0.677 -0.776 -2.690
N -0.613 -0.894 -4.137
O 0.498 -1.070 -4.576
O -1.662 -0.993 -4.728
C -2.407 -0.565 0.480
H -7.142 -0.297 -6.410
H -7.607 0.929 -5.220
H -7.582 -0.783 -4.765
H -5.127 0.919 -5.508
H -5.078 -0.820 -5.123
H -3.664 1.333 -2.076
H -3.158 0.941 -3.732
H -3.343 -1.557 -3.133
H -3.823 -1.085 -1.516
H 1.426 -0.729 -2.132
H -3.132 0.238 0.342
H -1.906 -0.383 1.437
H -2.951 -1.506 0.568
C 5.368 1.444 0.974
N 4.628 1.584 -0.278
C 5.129 0.569 -1.202
N 4.994 -0.776 -0.618
C 5.789 -0.936 0.600
N 5.202 0.070 1.476
C 3.915 -0.224 2.021
P 2.702 -0.107 0.592
C 3.185 1.546 -0.095
C 3.640 -1.256 -0.556
H 5.007 2.137 1.733
H 6.427 1.617 0.793
H 6.184 0.758 -1.396
H 4.586 0.598 -2.146
H 6.834 -0.703 0.409
H 5.685 -1.934 1.020
H 3.648 0.542 2.754
H 3.864 -1.213 2.479
H 2.871 2.334 0.592
H 2.673 1.717 -1.046
H 3.223 -1.201 -1.566
H 3.581 -2.288 -0.207

Atoms 1-2, force components in eV/Å:
Ir -1.96 -0.41 -1.50
S -0.68 0.66 1.40

Its expectation value of S² is 0.781. The energy relative to the best compared isomer or geometry (same formula, charge and spin) is 1.692 eV. Its spin multiplicity is 2. Its charge is +3. For the HOMO energy (alpha / beta), the calculation gives -16.294 / -16.125 eV. The value obtained for the LUMO energy (alpha / beta) is -11.3 / -13.4 eV.


C21H29KN8O4SbSe6 as an isolated structure at a distorted geometry. Source: the Open Molecules 2025 dataset; level of theory: ωB97M-V/def2-TZVPD.

Geometry (Å):
K -0.113 0.336 0.700
Se 0.109 -4.229 1.939
Se -0.441 -2.643 3.629
C -2.154 -2.176 2.868
C -3.294 -2.740 3.430
C -4.524 -2.407 2.895
C -4.568 -1.527 1.827
C -3.374 -1.028 1.337
N -2.179 -1.345 1.837
C 1.714 -3.423 1.231
C 2.655 -4.261 0.631
C 3.818 -3.696 0.144
C 4.011 -2.328 0.272
C 3.011 -1.585 0.874
N 1.885 -2.119 1.347
H -3.199 -3.405 4.277
H -5.435 -2.810 3.319
H -5.505 -1.198 1.399
H -3.366 -0.325 0.512
H 2.474 -5.326 0.567
H 4.571 -4.319 -0.324
H 4.903 -1.845 -0.102
H 3.093 -0.508 0.957
N -1.073 -1.354 -1.133
C -0.746 -0.460 -2.245
C -1.005 -1.115 -3.608
C -0.734 -0.261 -4.837
C -1.508 1.058 -4.920
N -1.055 2.140 -4.043
C 0.169 2.627 -4.090
N 0.544 3.538 -3.190
N 0.962 2.403 -5.162
C 0.717 0.044 -2.083
O 1.178 0.793 -2.985
O 1.324 -0.341 -1.067
H -0.260 -1.921 -0.909
H -1.850 -1.965 -1.351
H -1.393 0.418 -2.155
H -2.055 -1.436 -3.622
H -0.405 -2.027 -3.684
H -1.015 -0.841 -5.723
H 0.338 -0.083 -4.891
H -2.558 0.891 -4.678
H -1.488 1.434 -5.946
H -1.489 2.234 -3.126
H 0.013 3.501 -2.316
H 1.540 3.619 -3.054
H 0.806 1.518 -5.618
H 1.942 2.547 -4.973
C 2.886 -0.275 4.082
C 2.783 0.980 3.289
N 1.783 1.308 2.512
C 2.072 2.561 2.021
C 3.269 2.991 2.499
N 3.715 1.972 3.313
H 2.020 -0.895 3.856
H 2.887 -0.061 5.152
H 3.791 -0.833 3.831
H 1.390 3.085 1.371
H 3.824 3.900 2.353
H 4.560 1.969 3.856
Se -1.383 -0.286 5.488
Sb -2.894 2.529 2.932
Se -5.199 1.992 2.615
Se -2.330 4.847 2.850
Se -0.891 1.173 3.810
O -1.213 2.586 -1.080
C -1.824 2.771 -0.006
O -1.957 1.879 0.887
H -2.281 3.749 0.207

Atoms 1-2, force components in eV/Å:
K 0.24 -0.52 1.28
Se 0.12 -0.05 -0.07

The energy relative to the best compared isomer or geometry (same formula, charge and spin) is 0.525 eV. Its charge is -1. For the HOMO energy, the calculation gives -3.746 eV. The value obtained for the LUMO energy is 1.8 eV.


An isolated ion of composition C21H29N2O and charge +1. Source: the Open Molecules 2025 dataset; level of theory: ωB97M-V/def2-TZVPD.

Geometry (Å):
O -0.200 -0.785 0.986
H 0.547 -1.281 0.616
C -1.185 -0.700 -0.025
C -2.209 0.376 0.417
N -1.590 1.268 1.429
H -0.768 0.704 1.742
C -1.065 2.513 0.819
C -0.210 3.359 1.757
H 0.560 2.748 2.230
H 0.301 4.090 1.129
C -1.022 4.109 2.813
H -1.961 4.442 2.365
C -1.298 3.305 4.085
C -1.593 1.819 3.861
C -2.435 1.504 2.627
H -3.143 2.306 2.414
H -2.998 0.589 2.816
H -2.121 1.448 4.740
H -0.661 1.251 3.802
H -0.438 3.375 4.752
H -2.139 3.767 4.602
H -0.481 5.010 3.100
H -0.463 2.225 -0.044
H -1.916 3.101 0.465
H -3.075 -0.114 0.860
H -2.551 0.954 -0.442
H -1.698 -1.668 -0.106
C -0.523 -0.398 -1.388
N 0.579 -1.306 -1.591
C 0.334 -2.670 -1.833
C -0.893 -3.150 -2.284
C -1.089 -4.509 -2.456
C -0.077 -5.410 -2.179
C 1.143 -4.939 -1.721
C 1.346 -3.586 -1.541
H 2.299 -3.226 -1.180
H 1.941 -5.630 -1.495
H -0.236 -6.467 -2.317
H -2.044 -4.861 -2.816
H -1.700 -2.476 -2.527
C 1.841 -0.756 -1.907
C 2.384 0.249 -1.109
C 3.614 0.799 -1.421
C 4.321 0.351 -2.522
C 3.787 -0.652 -3.316
C 2.554 -1.199 -3.017
H 2.135 -1.973 -3.642
H 4.329 -1.004 -4.180
H 5.282 0.778 -2.760
H 4.025 1.575 -0.792
H 1.857 0.597 -0.230
H -0.122 0.618 -1.406
H -1.278 -0.471 -2.180

Atoms 1-2, force components in eV/Å:
O 0.00 -0.01 0.18
H 0.02 0.01 -0.03

The energy relative to the best compared isomer or geometry (same formula, charge and spin) is 0.363 eV. Its charge is +1. Its SMILES is O[C@H](CN(c1ccccc1)c1ccccc1)C[NH+]1CCCCCC1. For the HOMO energy, the calculation gives -10.331 eV. The value obtained for the LUMO energy is -2.1 eV.